# 1
The following is a DFT calculation (the ωB97M-V functional and the def2-TZVPD basis) of 14 unconnected molecules or ions with the total composition C56H112O26 at a distorted geometry.

Each line ends with the Löwdin charge.
Cartesian coordinates (Å):
C 5.75 5.83 -0.25  -0.065
C 5.41 5.12 -1.56  -0.220
O 4.23 4.38 -1.31  0.018
C 3.62 3.82 -2.36  -0.632
O 4.06 3.70 -3.47  0.127
O 2.38 3.54 -2.00  0.008
C 1.49 2.98 -2.95  -0.024
H 6.62 6.47 -0.41  0.078
H 5.96 5.12 0.54  0.072
H 4.90 6.41 0.12  0.078
H 6.23 4.46 -1.85  0.124
H 5.39 5.88 -2.35  0.128
H 1.45 3.54 -3.88  0.106
H 0.47 3.07 -2.59  0.072
H 1.70 1.92 -3.08  0.092
C -4.90 -6.02 -3.00  -0.057
C -3.58 -5.54 -3.58  -0.220
O -2.48 -5.92 -2.76  0.040
C -2.19 -5.12 -1.73  -0.610
O -2.79 -4.12 -1.42  0.129
O -1.17 -5.67 -1.09  0.034
C -0.64 -4.85 -0.05  -0.025
H -5.67 -5.95 -3.77  0.079
H -5.13 -5.42 -2.12  0.077
H -4.85 -7.04 -2.62  0.082
H -3.62 -4.47 -3.77  0.090
H -3.39 -5.99 -4.55  0.124
H -1.32 -4.64 0.78  0.062
H -0.49 -3.83 -0.44  0.083
H 0.32 -5.24 0.26  0.089
C -3.20 0.73 8.82  -0.056
C -3.51 0.28 7.37  -0.191
O -2.33 0.11 6.57  0.016
C -1.92 1.19 5.92  -0.609
O -2.32 2.31 6.12  0.135
O -1.10 0.79 4.95  -0.018
C -0.58 1.80 4.07  -0.016
H -2.18 0.53 9.13  0.080
H -3.94 0.29 9.49  0.072
H -3.34 1.81 8.90  0.071
H -4.19 0.97 6.88  0.121
H -3.93 -0.72 7.44  0.121
H 0.37 1.35 3.81  0.064
H -0.35 2.71 4.62  0.102
H -1.20 1.99 3.20  0.082
C -2.15 -1.76 3.36  -0.023
C -3.15 -2.42 2.41  -0.168
O -3.80 -3.54 3.01  0.066
C -3.09 -4.64 3.11  -0.600
O -1.98 -4.84 2.68  0.098
O -3.84 -5.55 3.75  0.003
C -3.23 -6.84 3.88  -0.031
H -1.53 -1.09 2.75  0.050
H -1.41 -2.42 3.83  0.077
H -2.63 -1.15 4.12  0.074
H -2.65 -2.73 1.49  0.114
H -3.91 -1.68 2.15  0.108
H -2.83 -7.17 2.92  0.093
H -3.99 -7.56 4.17  0.091
H -2.43 -6.74 4.61  0.099
C -4.13 2.97 -2.90  -0.056
C -5.32 2.04 -3.02  -0.213
O -6.31 2.67 -3.81  0.040
C -7.44 2.04 -4.11  -0.616
O -7.70 0.91 -3.77  0.128
O -8.18 2.83 -4.85  0.005
C -9.42 2.29 -5.35  -0.022
H -3.22 2.41 -2.65  0.071
H -4.17 3.78 -2.18  0.059
H -3.96 3.39 -3.89  0.092
H -5.73 1.73 -2.05  0.124
H -4.99 1.12 -3.51  0.106
H -9.67 2.87 -6.24  0.092
H -10.14 2.54 -4.56  0.100
H -9.38 1.22 -5.53  0.094
C 10.03 -0.84 -2.66  -0.059
C 8.55 -0.54 -2.65  -0.230
O 7.97 -1.31 -1.59  0.045
C 6.80 -0.94 -1.05  -0.585
O 6.41 -1.38 -0.02  0.148
O 6.20 0.02 -1.76  -0.033
C 5.22 0.82 -1.18  -0.040
H 10.19 -1.90 -2.81  0.081
H 10.42 -0.54 -1.68  0.084
H 10.55 -0.31 -3.46  0.080
H 8.01 -0.81 -3.56  0.117
H 8.37 0.53 -2.56  0.125
H 4.40 0.21 -0.78  0.095
H 4.74 1.41 -1.96  0.091
H 5.55 1.46 -0.36  0.098
C 2.54 -0.97 -5.29  -0.179
C 3.89 -0.31 -5.40  -0.172
C 4.79 -1.33 -4.67  -0.196
O 3.93 -2.06 -3.82  -0.148
C 2.58 -1.58 -3.88  -0.171
H 2.56 -1.83 -5.98  0.120
H 1.69 -0.33 -5.51  0.102
H 3.84 0.66 -4.89  0.104
H 4.15 -0.03 -6.42  0.112
H 5.62 -0.85 -4.16  0.096
H 5.16 -1.95 -5.50  0.117
H 2.47 -0.87 -3.05  0.105
H 1.87 -2.39 -3.73  0.120
C 1.76 -1.42 4.32  -0.157
C 2.02 -1.03 5.78  -0.161
C 0.95 -1.81 6.54  -0.188
O 0.77 -3.01 5.79  -0.118
C 1.45 -2.91 4.56  -0.227
H 2.58 -1.24 3.64  0.108
H 0.82 -0.97 4.00  0.084
H 1.92 0.04 5.98  0.106
H 3.01 -1.41 6.03  0.117
H 0.02 -1.24 6.57  0.103
H 1.27 -1.97 7.57  0.117
H 0.82 -3.30 3.75  0.099
H 2.36 -3.52 4.52  0.118
C -3.61 2.09 0.40  -0.165
C -3.88 2.88 1.67  -0.150
C -5.01 2.08 2.30  -0.165
O -4.68 0.71 1.99  -0.136
C -4.01 0.65 0.73  -0.194
H -2.60 2.25 0.02  0.097
H -4.28 2.50 -0.36  0.082
H -4.15 3.89 1.39  0.106
H -2.98 2.93 2.29  0.097
H -6.00 2.28 1.88  0.122
H -5.12 2.17 3.38  0.119
H -4.58 0.22 -0.10  0.114
H -3.12 0.03 0.81  0.067
C 0.47 -0.69 1.06  -0.167
C -0.76 -0.08 0.46  -0.193
C -0.14 0.84 -0.60  -0.177
O 1.06 0.14 -0.99  -0.146
C 1.18 -1.06 -0.20  -0.179
H 0.25 -1.58 1.65  0.110
H 0.97 0.04 1.70  0.102
H -1.27 0.46 1.26  0.089
H -1.50 -0.78 0.07  0.100
H 0.07 1.75 -0.03  0.108
H -0.87 0.98 -1.39  0.098
H 2.24 -1.31 -0.04  0.108
H 0.77 -1.94 -0.70  0.112
C -2.20 5.54 -0.40  -0.167
C -2.21 6.84 -1.17  -0.161
C -1.76 6.35 -2.56  -0.178
O -0.95 5.20 -2.30  -0.155
C -0.88 4.92 -0.91  -0.200
H -3.02 4.86 -0.57  0.084
H -2.07 5.63 0.69  0.116
H -1.60 7.67 -0.80  0.113
H -3.24 7.20 -1.19  0.111
H -1.28 7.08 -3.20  0.118
H -2.67 5.98 -3.05  0.109
H 0.03 5.35 -0.48  0.123
H -0.90 3.85 -0.71  0.092
C 3.00 3.77 3.13  -0.168
C 2.46 3.54 1.73  -0.148
C 3.03 2.15 1.50  -0.181
O 2.62 1.52 2.70  -0.179
C 2.85 2.40 3.81  -0.186
H 2.45 4.51 3.72  0.112
H 4.05 4.06 3.09  0.109
H 2.87 4.30 1.06  0.102
H 1.37 3.62 1.71  0.112
H 4.12 2.06 1.44  0.121
H 2.67 1.64 0.60  0.110
H 3.77 2.13 4.32  0.121
H 2.02 2.38 4.51  0.091
C -2.26 -1.89 -4.56  -0.163
C -3.55 -1.56 -3.80  -0.138
C -2.99 -0.70 -2.66  -0.173
O -1.88 0.00 -3.25  -0.163
C -1.53 -0.54 -4.51  -0.191
H -2.42 -2.23 -5.58  0.116
H -1.76 -2.69 -4.02  0.109
H -4.03 -2.48 -3.48  0.093
H -4.15 -0.93 -4.46  0.110
H -2.63 -1.34 -1.85  0.107
H -3.63 0.08 -2.24  0.084
H -0.46 -0.73 -4.62  0.104
H -1.94 0.11 -5.29  0.124
C 4.71 -4.91 0.11  -0.163
C 4.03 -4.86 1.48  -0.143
C 2.84 -3.93 1.20  -0.218
O 2.65 -3.95 -0.20  -0.166
C 3.98 -3.88 -0.76  -0.175
H 4.62 -5.87 -0.38  0.108
H 5.76 -4.60 0.17  0.109
H 4.71 -4.48 2.24  0.107
H 3.79 -5.88 1.77  0.106
H 2.98 -2.91 1.57  0.109
H 1.92 -4.26 1.69  0.105
H 4.38 -2.88 -0.60  0.104
H 4.01 -4.22 -1.79  0.120

Output
HOMO = -0.339 hartree
Frontier orbital gap = 9.73 eV
DFT total energy = -4157.076538 hartree
Maximum force = 2.74 eV/Å

=====

# 2
The following is a DFT calculation (the ωB97M-V functional and the def2-TZVPD basis) of a molecular structure, C56H117F24N10O31S8 at a distorted geometry.

Each line ends with the Löwdin charge.
Cartesian coordinates (Å):
C 4.58 -0.92 3.36  -0.024
C 5.45 -2.18 3.00  -0.101
N 6.81 -1.82 2.35  -0.234
C 7.87 -1.47 3.35  0.005
C 7.27 -3.03 1.58  -0.168
C 7.28 -4.36 2.35  -0.051
C 6.59 -0.67 1.32  -0.038
C 5.40 -0.95 0.38  -0.177
O 6.05 -0.86 -0.89  -0.184
C 5.23 -1.16 -2.03  -0.067
H 4.32 -0.20 2.58  0.060
H 5.16 -0.25 4.06  0.089
H 3.64 -1.22 3.85  0.071
H 4.98 -2.86 2.33  0.084
H 5.76 -2.71 3.92  0.133
H 8.72 -1.11 2.80  0.107
H 8.09 -2.36 3.90  0.082
H 7.51 -0.76 4.08  0.068
H 8.18 -2.76 1.08  0.133
H 6.58 -3.17 0.75  0.097
H 7.65 -5.11 1.66  0.088
H 6.26 -4.70 2.59  0.083
H 7.92 -4.37 3.23  0.062
H 7.47 -0.63 0.73  0.126
H 6.44 0.22 1.93  0.099
H 4.63 -0.16 0.45  0.108
H 4.88 -1.88 0.55  0.084
H 4.53 -0.32 -2.16  0.077
H 4.60 -2.03 -1.84  0.078
H 5.89 -1.34 -2.87  0.098
C -8.80 -1.78 0.15  -0.054
C -8.03 -0.79 1.04  -0.141
N -6.75 -0.17 0.43  -0.241
C -6.29 0.92 1.38  0.030
C -5.70 -1.28 0.57  -0.122
C -4.35 -0.82 -0.04  -0.041
C -6.83 0.30 -1.03  -0.027
C -8.15 1.09 -1.38  -0.191
O -8.30 2.19 -0.51  -0.208
C -9.42 3.04 -0.89  -0.071
H -9.68 -2.11 0.73  0.096
H -8.21 -2.64 -0.01  0.064
H -9.19 -1.55 -0.83  0.071
H -7.78 -1.15 2.03  0.125
H -8.69 0.07 1.20  0.123
H -5.43 1.37 0.93  0.078
H -6.17 0.47 2.35  0.087
H -7.15 1.58 1.48  0.094
H -6.03 -2.14 -0.01  0.126
H -5.77 -1.55 1.64  0.113
H -4.43 -0.22 -0.94  0.054
H -3.76 -1.71 -0.15  0.063
H -3.82 -0.16 0.65  0.081
H -6.87 -0.60 -1.64  0.137
H -5.93 0.89 -1.19  0.096
H -9.09 0.51 -1.34  0.106
H -8.15 1.42 -2.43  0.132
H -9.34 3.56 -1.87  0.098
H -9.52 3.75 -0.07  0.089
H -10.36 2.49 -0.93  0.082
C -0.43 4.32 -2.30  -0.047
C -0.13 4.56 -0.84  -0.137
N -0.63 5.99 -0.33  -0.183
C -2.16 6.11 -0.63  0.046
C -0.34 6.08 1.12  -0.159
C 0.94 6.78 1.63  -0.034
C 0.19 7.02 -1.21  -0.058
C -0.30 8.43 -1.11  -0.184
O -0.92 8.59 0.12  -0.231
C -1.76 9.70 0.23  -0.109
H -1.37 4.77 -2.58  0.079
H -0.43 3.30 -2.65  0.061
H 0.39 4.85 -2.79  0.067
H 0.96 4.49 -0.59  0.129
H -0.62 3.84 -0.18  0.080
H -2.66 6.68 0.14  0.094
H -2.52 5.06 -0.71  0.087
H -2.34 6.59 -1.59  0.098
H -0.32 5.01 1.38  0.122
H -1.16 6.65 1.51  0.101
H 1.89 6.37 1.30  0.054
H 1.03 6.73 2.71  0.083
H 0.94 7.79 1.32  0.063
H 0.11 6.58 -2.17  0.096
H 1.22 6.88 -0.88  0.065
H -1.09 8.64 -1.86  0.125
H 0.48 9.18 -1.25  0.143
H -2.15 9.86 1.24  0.094
H -2.58 9.73 -0.48  0.081
H -1.26 10.64 -0.09  0.097
C -3.97 -1.46 4.33  -0.043
C -3.57 -0.23 5.08  -0.183
N -2.18 -0.34 5.73  -0.199
C -1.16 -0.60 4.61  0.011
C -1.79 0.94 6.58  -0.117
C -1.98 2.26 5.78  -0.064
C -2.23 -1.53 6.84  -0.026
C -1.00 -1.66 7.80  -0.194
O 0.20 -1.44 7.07  -0.217
C 1.23 -2.01 7.86  -0.073
H -4.95 -1.27 3.93  0.067
H -3.98 -2.30 5.03  0.096
H -3.27 -1.65 3.55  0.069
H -4.31 -0.05 5.86  0.129
H -3.48 0.68 4.45  0.117
H -1.37 0.21 3.90  0.100
H -1.16 -1.64 4.27  0.070
H -0.19 -0.43 5.02  0.083
H -0.75 0.89 6.91  0.123
H -2.48 0.83 7.45  0.133
H -3.02 2.43 5.51  0.065
H -1.49 2.37 4.82  0.079
H -1.76 3.03 6.50  0.082
H -2.22 -2.45 6.26  0.068
H -3.14 -1.25 7.38  0.125
H -0.99 -2.68 8.12  0.131
H -1.08 -0.90 8.55  0.114
H 1.35 -3.04 7.57  0.087
H 0.89 -1.94 8.89  0.087
H 2.11 -1.39 7.67  0.110
C 1.00 -3.05 -1.47  -0.021
C 1.01 -1.54 -1.79  -0.131
N 0.55 -0.71 -0.59  -0.205
C -0.89 -1.07 -0.13  0.030
C 1.52 -0.84 0.58  -0.131
C 1.17 -0.04 1.82  -0.043
C 0.51 0.76 -1.10  -0.075
C 1.87 1.34 -1.46  -0.169
O 2.56 1.59 -0.23  -0.245
C 3.45 2.74 -0.20  -0.031
H 1.65 -3.28 -0.62  0.043
H 1.47 -3.64 -2.28  0.107
H -0.03 -3.41 -1.23  0.072
H 0.47 -1.25 -2.69  0.104
H 2.01 -1.09 -1.88  0.092
H -0.78 -1.85 0.59  0.071
H -1.42 -1.38 -1.01  0.095
H -1.40 -0.18 0.20  0.077
H 2.47 -0.49 0.13  0.114
H 1.50 -1.95 0.72  0.113
H 0.19 -0.28 2.22  0.047
H 1.14 1.02 1.68  0.069
H 1.85 -0.23 2.65  0.068
H 0.06 1.41 -0.37  0.110
H -0.15 0.81 -1.99  0.110
H 1.76 2.32 -1.95  0.129
H 2.47 0.76 -2.19  0.107
H 4.01 3.04 -1.09  0.093
H 4.15 2.49 0.61  0.069
H 2.83 3.58 0.13  0.075
C -2.24 -1.25 -4.54  -0.044
N -2.43 -0.42 -5.68  -0.334
C -2.62 -1.28 -6.91  0.047
C -3.73 0.34 -5.54  0.007
C -1.30 0.62 -5.89  -0.078
C -0.55 1.24 -4.74  -0.266
O 0.35 2.24 -5.12  -0.026
H -2.35 -0.63 -3.62  0.113
H -1.34 -1.83 -4.49  0.056
H -3.08 -1.95 -4.56  0.104
H -3.28 -2.09 -6.60  0.110
H -1.71 -1.73 -7.27  0.088
H -3.01 -0.63 -7.68  0.105
H -4.55 -0.37 -5.48  0.108
H -3.83 1.03 -6.39  0.107
H -3.62 0.91 -4.60  0.111
H -1.73 1.37 -6.54  0.130
H -0.54 0.08 -6.47  0.093
H -0.01 0.40 -4.29  0.104
H -1.25 1.69 -4.01  0.110
H 1.25 1.85 -5.18  0.115
O -2.36 2.63 0.04  0.029
C -3.24 2.03 -0.82  -0.842
O -4.42 2.44 -0.69  -0.052
O -2.77 1.17 -1.56  -0.018
H -2.94 3.26 0.49  0.093
O 2.87 -5.51 0.33  0.036
C 3.70 -4.33 0.36  -0.732
O 3.15 -3.34 0.81  -0.069
O 4.91 -4.45 -0.06  -0.051
H 2.00 -5.29 0.61  0.043
O 4.51 5.28 -1.95  -0.018
C 3.22 5.94 -1.93  -0.710
O 2.88 6.38 -0.76  -0.122
O 2.48 5.85 -2.92  -0.017
H 5.04 5.97 -1.43  0.127
C -1.49 -5.76 0.86  -0.670
F -0.85 -5.28 -0.26  0.118
F -2.51 -6.49 0.45  0.152
F -0.73 -6.54 1.57  0.182
S -2.22 -4.45 1.92  0.632
O -2.50 -3.32 1.06  -0.325
O -3.36 -4.93 2.67  -0.286
N -0.92 -4.07 2.78  -0.295
S -0.44 -4.38 4.23  0.543
O -1.18 -3.64 5.22  -0.309
O -0.10 -5.66 4.63  -0.216
C 1.13 -3.57 3.91  -0.620
F 1.83 -3.76 5.06  0.086
F 1.87 -4.03 2.93  0.182
F 1.09 -2.18 3.78  0.058
C 2.89 -1.63 -5.00  -0.625
F 2.97 -2.32 -3.83  0.108
F 2.63 -0.30 -4.65  0.055
F 4.07 -1.63 -5.56  0.197
S 1.49 -2.30 -5.95  0.584
O 1.93 -3.56 -6.35  -0.212
O 0.32 -2.23 -5.19  -0.283
N 1.43 -1.04 -7.03  -0.297
S 1.41 -1.30 -8.59  0.536
O 2.53 -1.87 -9.21  -0.238
O 0.12 -1.75 -9.03  -0.281
C 1.55 0.44 -8.84  -0.668
F 1.44 0.55 -10.23  0.067
F 0.59 1.14 -8.20  0.100
F 2.67 1.00 -8.48  0.170
C 7.97 2.02 5.70  -0.690
F 7.26 0.92 5.99  0.120
F 7.49 2.98 6.49  0.132
F 9.21 1.73 6.08  0.131
S 7.99 2.46 3.94  0.671
O 9.20 3.21 3.63  -0.276
O 7.91 1.18 3.21  -0.346
N 6.59 3.25 3.99  -0.296
S 6.08 4.21 2.87  0.488
O 6.45 5.56 2.98  -0.245
O 5.92 3.67 1.62  -0.231
C 4.43 4.19 3.59  -0.668
F 3.94 2.89 3.55  0.054
F 4.33 4.56 4.85  0.147
F 3.60 4.87 2.80  0.121
C -1.42 -9.15 -6.62  -0.658
F -1.39 -10.48 -6.90  0.091
F -0.17 -8.84 -6.25  0.128
F -1.68 -8.51 -7.75  0.128
S -2.78 -8.81 -5.41  0.596
O -3.92 -8.66 -6.31  -0.311
O -2.76 -9.77 -4.34  -0.287
N -2.36 -7.37 -5.02  -0.314
S -2.03 -6.60 -3.71  0.491
O -3.19 -6.49 -2.95  -0.245
O -0.83 -6.83 -3.02  -0.240
C -1.72 -5.13 -4.67  -0.520
F -1.28 -4.21 -3.71  0.027
F -0.87 -5.06 -5.66  0.177
F -3.01 -4.55 -5.13  -0.019

Output
HOMO = -0.240 hartree
Frontier orbital gap = 6.70 eV
Net charge = -1
DFT total energy = -10665.838853 hartree
Maximum force = 5.14 eV/Å